[1]
C12H15CoN3O4S | wB97M-V/def2-TZVPD

Summary:
HOMO-LUMO gap (alpha / beta): 7.676 / 7.503 eV

```
! RIJCOSX wB97M-V def2-TZVPD def2/J DEFGRID3
* xyz 1 1
Co 0.573 -0.581 0.300
O 3.296 -0.472 3.003
C 2.377 -0.316 2.257
O 2.150 -0.984 1.123
C 1.315 0.747 2.493
C 1.220 1.736 3.450
C 0.158 2.636 3.348
C -0.770 2.564 2.307
C -0.617 1.552 1.384
N 0.390 0.702 1.543
C -1.392 1.235 0.117
O -2.401 1.821 -0.169
O -0.830 0.264 -0.585
H 1.960 1.803 4.236
H 0.062 3.421 4.085
H -1.579 3.274 2.206
C -3.321 -1.565 -1.810
N -2.729 -1.997 -0.540
C -3.441 -1.508 0.639
C -1.546 -2.581 -0.473
S -0.505 -2.362 0.946
N -1.126 -3.390 -1.444
C -2.067 -4.152 -2.273
C 0.273 -3.809 -1.591
H -3.602 -0.519 -1.690
H -4.206 -2.149 -2.064
H -2.588 -1.632 -2.607
H -4.499 -1.729 0.502
H -3.330 -0.429 0.735
H -3.092 -2.009 1.535
H -3.062 -4.111 -1.843
H -1.736 -5.189 -2.283
H -2.094 -3.783 -3.298
H 0.958 -2.985 -1.417
H 0.407 -4.154 -2.614
H 0.517 -4.617 -0.903
*
```

***

[2]
C12H15F2N3O6 | wB97M-V/def2-TZVPD

Summary:
SMILES: O=C1OC[C@@H](F)O1.O=C1OC[C@@H](F)O1.CC#N.CC#N.CC#N
HOMO-LUMO gap: 10.324 eV

```
! RIJCOSX wB97M-V def2-TZVPD def2/J DEFGRID3
* xyz 0 1
C 0.975 1.527 -3.295
C 0.603 0.462 -2.267
O -0.696 0.636 -1.792
C -1.069 1.783 -2.314
O -2.174 2.257 -2.299
O -0.072 2.435 -2.840
F 1.513 0.504 -1.311
H 0.838 1.277 -4.347
H 1.934 2.042 -3.239
H 0.641 -0.550 -2.672
C -0.347 1.768 2.322
C 0.880 2.396 2.715
O 0.779 3.663 2.079
C -0.129 3.605 1.194
O -0.520 4.495 0.468
O -0.749 2.446 1.190
F 1.988 1.660 2.423
H -1.167 1.739 3.038
H -0.180 0.769 1.919
H 0.839 2.676 3.768
C -2.356 -1.190 5.632
C -2.941 -0.010 5.052
N -3.367 0.966 4.538
H -1.468 -0.987 6.230
H -1.862 -1.867 4.936
H -3.098 -1.666 6.272
C 2.093 -3.339 -5.481
C 1.752 -3.062 -4.041
N 1.492 -2.847 -2.938
H 2.100 -2.482 -6.155
H 1.239 -3.899 -5.861
H 2.992 -3.922 -5.684
C 0.092 -2.381 0.061
C -0.342 -2.031 1.468
N -0.792 -1.771 2.486
H -0.666 -2.134 -0.683
H 0.466 -3.352 -0.264
H 0.778 -1.618 -0.308
*
```

***

[3]
C12H15F9IN2S | wB97M-V/def2-TZVPD

Summary:
HOMO-LUMO gap: 7.400 eV

```
! RIJCOSX wB97M-V def2-TZVPD def2/J DEFGRID3
* xyz 1 1
C 1.266 3.318 0.498
C -0.024 2.441 1.067
C -1.334 2.493 0.030
I -3.211 3.040 1.013
N -1.390 1.238 -0.814
C -1.509 1.519 -2.153
S -1.504 -0.110 -3.078
C -0.551 -1.032 -1.701
C 1.109 -0.873 -1.720
F 1.481 -0.966 -3.182
F 1.498 0.490 -1.293
C 1.896 -2.096 -0.966
F 2.959 -2.574 -1.928
F 1.035 -3.314 -0.728
C 2.553 -1.719 0.486
F 2.637 -3.019 1.252
F 1.742 -0.810 1.330
C 4.086 -1.137 0.429
F 4.429 -0.732 1.843
F 4.267 0.078 -0.398
F 5.116 -2.117 0.016
C -1.290 -0.234 -0.468
C -2.646 -1.119 -0.213
C -3.177 -1.006 1.365
N -2.333 -1.961 2.230
H 2.091 2.655 -0.008
H 0.956 4.147 -0.272
H 1.769 3.897 1.410
H 0.373 1.351 1.226
H -0.276 2.885 2.124
H -1.077 3.384 -0.721
H -1.587 2.563 -2.675
H -0.892 -2.149 -1.946
H -0.645 -0.433 0.487
H -3.478 -0.856 -0.999
H -2.378 -2.271 -0.356
H -2.975 0.080 1.800
H -4.320 -1.286 1.364
H -3.017 -2.389 2.891
H -1.649 -1.375 2.757
*
```

***

| no. | calculated total energy (eV) | strongest force on any atom (eV Å⁻¹) |
| --- | --- | --- |
| 1 | -73803.6853 | 0.28 |
| 2 | -34874.9139 | 6.51 |
| 3 | -59045.2020 | 5.56 |